This record from the OMol25 dataset describes a molecular structure, C42H36N5O3PTi. The level of theory is ωB97M-V with the def2-TZVPD basis set.

Cartesian coordinates (Å):
Ti (0.303, 1.350, -0.662)
C (-3.679, -0.189, -1.728)
C (-2.301, 0.383, -1.776)
N (-1.609, 0.604, -0.667)
N (-2.170, 0.297, 0.553)
C (-1.226, 0.309, 1.446)
O (0.026, 0.525, 1.172)
C (-1.613, 0.098, 2.865)
C (-0.614, -0.037, 3.823)
C (-0.943, -0.267, 5.153)
C (-2.273, -0.361, 5.532)
C (-3.275, -0.221, 4.577)
C (-2.950, 0.007, 3.250)
C (-1.589, 0.700, -2.954)
C (-2.025, 0.425, -4.276)
C (-1.218, 0.727, -5.333)
C (0.056, 1.299, -5.101)
C (0.440, 1.510, -3.800)
N (-0.335, 1.231, -2.745)
H (-3.714, -1.049, -1.057)
H (-4.022, -0.502, -2.712)
H (-4.391, 0.539, -1.329)
H (0.418, 0.031, 3.504)
H (-0.158, -0.377, 5.891)
H (-2.534, -0.540, 6.568)
H (-4.316, -0.290, 4.869)
H (-3.717, 0.114, 2.496)
H (-2.987, -0.040, -4.439)
H (-1.546, 0.511, -6.343)
H (0.727, 1.552, -5.909)
H (1.419, 1.905, -3.556)
O (4.129, 0.629, -1.121)
C (3.123, -0.060, -1.203)
O (1.947, 0.342, -1.523)
C (3.264, -1.577, -0.995)
C (4.576, -2.056, -1.045)
C (4.865, -3.401, -0.927)
C (3.830, -4.311, -0.750)
C (2.529, -3.848, -0.686)
C (2.221, -2.489, -0.795)
P (0.438, -2.000, -0.719)
C (-0.198, -2.915, 0.723)
C (-1.582, -3.083, 0.819)
C (-2.166, -3.540, 1.989)
C (-1.380, -3.817, 3.100)
C (-0.008, -3.633, 3.026)
C (0.578, -3.184, 1.849)
C (-0.153, -2.935, -2.182)
C (-0.892, -4.113, -2.171)
C (-1.326, -4.685, -3.362)
C (-1.020, -4.090, -4.576)
C (-0.279, -2.914, -4.596)
C (0.142, -2.337, -3.411)
H (5.358, -1.321, -1.183)
H (5.891, -3.745, -0.980)
H (4.034, -5.371, -0.666)
H (1.722, -4.559, -0.547)
H (-2.216, -2.812, -0.018)
H (-3.242, -3.650, 2.042)
H (-1.836, -4.153, 4.023)
H (0.615, -3.822, 3.891)
H (1.648, -3.025, 1.820)
H (-1.130, -4.598, -1.232)
H (-1.903, -5.602, -3.333)
H (-1.362, -4.536, -5.502)
H (-0.045, -2.428, -5.535)
H (0.692, -1.401, -3.431)
N (-0.176, 3.004, -0.386)
C (-0.359, 4.103, 0.389)
C (-0.226, 5.404, -0.140)
C (-0.385, 6.522, 0.661)
C (-0.665, 6.393, 2.019)
C (-0.784, 5.116, 2.559)
C (-0.635, 3.988, 1.767)
H (-0.005, 5.504, -1.195)
H (-0.283, 7.506, 0.218)
H (-0.790, 7.269, 2.643)
H (-1.003, 4.990, 3.614)
H (-0.732, 2.998, 2.197)
C (3.032, 5.241, 1.962)
C (3.224, 3.773, 2.342)
C (2.638, 2.882, 1.343)
N (2.132, 2.225, 0.557)
H (3.496, 5.879, 2.714)
H (1.973, 5.484, 1.896)
H (3.491, 5.452, 0.996)
H (2.732, 3.551, 3.291)
H (4.278, 3.511, 2.451)

Properties
E_LUMO (alpha / beta) in eV: 2.64 / 2.64
Expectation value of S²: 0.77
Energy relative to the best compared isomer or geometry (same formula, charge and spin) in kJ/mol: 20.8
Charge: -1
Multiplicity: 2
Kohn-Sham gap (alpha / beta) in eV: 5.133 / 6.979

Here are the Löwdin charges for atoms 1 to 6, given in e: atom 1 (Ti): 0.9700, atom 2 (C): -0.0303, atom 3 (C): -0.2935, atom 4 (N): -0.1103, atom 5 (N): 0.1088, atom 6 (C): -0.4905